(1)
{"formula": "C5H14N2O2S", "method": "ωB97M-V with the def2-TZVPD basis set", "species": ["C", "C", "C", "C", "C", "N", "N", "O", "O", "S", "H", "H", "H", "H", "H", "H", "H", "H", "H", "H", "H", "H", "H", "H"], "xyz": [[-2.178, -0.602, 1.707], [1.376, 1.463, -2.042], [-0.737, -1.087, 1.720], [0.761, 0.165, -2.216], [0.255, -0.334, 0.839], [1.683, -0.681, 0.927], [0.195, 1.343, 0.917], [-0.417, -2.033, -1.129], [-1.610, 0.134, -1.163], [-0.427, -0.624, -0.938], [-2.856, -1.366, 1.963], [-2.408, 0.185, 2.437], [-2.549, -0.288, 0.750], [1.612, 1.845, -3.035], [0.771, 2.242, -1.673], [2.315, 1.502, -1.428], [-0.745, -2.099, 1.406], [-0.329, -1.045, 2.732], [1.454, -0.571, -2.661], [-0.135, 0.132, -2.903], [1.973, -1.382, 0.313], [2.247, 0.166, 0.875], [-0.771, 1.681, 0.743], [0.520, 1.255, 1.858]], "forces_ev_per_a": [[-0.114, 1.176, 0.421], [1.974, 1.677, 0.030], [0.533, 1.132, 0.649], [-2.457, -3.169, -0.448], [-0.572, 2.822, -2.711], [-2.120, 1.839, 1.584], [0.331, -4.226, -0.896], [-0.149, -1.534, -0.367], [-1.427, 0.689, 0.015], [3.703, 1.719, 0.556], [-0.564, -1.379, 0.537], [0.428, 0.073, -0.237], [0.173, 0.341, -0.455], [0.441, -0.158, -0.202], [-1.121, 0.595, 0.834], [-0.840, -0.383, -0.572], [0.347, -1.128, -0.283], [-0.020, -0.165, 0.069], [-0.261, 0.000, 0.759], [1.162, 0.690, -0.004], [0.437, -1.210, -1.056], [-0.180, -0.377, -0.328], [0.794, -0.609, 0.930], [-0.497, 1.583, 1.175]], "mulliken_charge": [-1.18, -1.06, -0.68, -0.50, 0.38, -0.62, -0.66, -0.67, -0.66, 1.14, 0.38, 0.29, 0.34, 0.40, 0.31, 0.23, 0.38, 0.35, 0.36, 0.30, 0.28, 0.29, 0.30, 0.31], "lumo_energy_ev": 0.80}


(2)
{"formula": "C5H14N2S", "method": "ωB97M-V with the def2-TZVPD basis set", "species": ["N", "C", "C", "S", "C", "N", "C", "C", "H", "H", "H", "H", "H", "H", "H", "H", "H", "H", "H", "H", "H", "H"], "xyz": [[-2.458, 1.686, -0.279], [-1.402, 0.611, -0.069], [-1.130, 0.548, 1.539], [-0.653, -2.601, 1.763], [-0.210, 0.832, -1.023], [1.096, 0.643, -0.477], [2.362, 0.919, -1.060], [2.975, -0.097, -1.974], [-3.108, 2.043, 0.414], [-1.169, -0.608, 1.768], [-2.661, 1.957, -1.221], [-1.852, -0.345, -0.351], [-1.972, 1.011, 2.107], [-0.104, 0.893, 1.757], [-0.464, 0.219, -1.959], [-0.210, 1.884, -1.375], [1.181, -0.225, 0.075], [2.372, 1.906, -1.524], [2.971, 1.046, -0.173], [2.826, 0.082, -3.092], [2.532, -1.102, -1.821], [4.056, -0.320, -2.005]], "forces_ev_per_a": [[1.329, -0.426, 0.170], [-1.822, 1.031, 1.746], [0.037, -1.035, -2.157], [-0.147, 0.965, -0.037], [-0.157, 0.679, -1.984], [-0.870, -1.887, 2.009], [0.804, 1.228, 0.270], [0.086, -2.005, -2.961], [0.542, -0.693, -0.163], [0.136, 0.602, 0.141], [-0.018, -0.073, -0.101], [0.113, -0.032, 0.230], [0.947, -0.434, -0.347], [-0.762, -0.013, 0.236], [0.477, 0.472, 0.970], [-0.322, -0.360, 0.183], [-0.284, 0.588, -0.496], [-0.241, 0.081, -0.114], [0.696, -0.002, 0.041], [-0.368, 0.111, 1.324], [0.025, 0.477, 0.127], [-0.201, 0.726, 0.914]], "mulliken_charge": [-0.61, 0.76, -0.40, -0.11, -0.75, -0.17, -0.61, -1.03, 0.11, -0.44, 0.14, 0.09, 0.36, 0.31, 0.22, 0.32, 0.18, 0.39, 0.32, 0.24, 0.30, 0.36], "lumo_energy_ev": -3.23}


(3)
{"formula": "C5H14N2S", "method": "ωB97M-V with the def2-TZVPD basis set", "species": ["N", "C", "C", "S", "C", "N", "C", "C", "H", "H", "H", "H", "H", "H", "H", "H", "H", "H", "H", "H", "H", "H"], "xyz": [[0.452, -1.292, 2.542], [0.190, -0.102, 1.813], [1.295, 0.610, 1.293], [3.020, -1.549, 0.846], [-0.066, -0.391, 0.251], [-0.559, 0.755, -0.518], [-1.386, 0.283, -1.622], [-1.662, 1.317, -2.693], [0.557, -1.045, 3.519], [1.333, -1.664, 2.103], [-0.702, 0.408, 2.154], [2.279, 0.428, 1.692], [1.200, 1.616, 0.975], [2.583, -2.792, 0.604], [-0.921, -1.087, 0.260], [0.687, -0.943, -0.290], [0.257, 1.233, -0.877], [-2.329, -0.071, -1.196], [-1.015, -0.644, -2.053], [-1.527, 2.310, -2.262], [-0.994, 1.260, -3.531], [-2.692, 1.359, -3.011]], "forces_ev_per_a": [[-0.150, -0.198, -0.595], [0.324, -0.115, -0.386], [1.715, 0.589, 3.540], [0.425, 0.053, -0.420], [-2.439, -0.730, -2.064], [0.511, -0.048, 0.266], [-0.918, -0.674, 0.043], [0.108, 0.987, 0.808], [0.302, -0.322, -0.054], [-0.367, 0.051, 1.034], [-0.005, 0.403, -0.335], [-0.021, -0.181, -0.169], [-0.593, 0.495, -1.413], [-0.035, -0.086, -0.144], [0.080, -0.042, 0.669], [0.545, -0.054, 0.368], [-0.091, 0.220, -0.349], [-0.134, 0.329, 0.239], [0.568, -0.082, -0.358], [0.192, 0.107, 0.128], [0.228, -0.193, -0.492], [-0.245, -0.509, -0.315]], "mulliken_charge": [-0.60, 0.09, -0.83, -0.59, -0.70, -0.38, -0.34, -1.23, 0.23, 0.24, 0.44, 0.37, 0.36, 0.10, 0.44, 0.42, 0.26, 0.33, 0.37, 0.35, 0.33, 0.35], "lumo_energy_ev": -1.48}


(4)
{"formula": "C5H14N3", "method": "ωB97M-V with the def2-TZVPD basis set", "species": ["C", "C", "C", "N", "H", "H", "H", "H", "H", "H", "H", "C", "N", "C", "N", "H", "H", "H", "H", "H", "H", "H"], "xyz": [[-0.664, -1.476, -1.782], [-0.583, 0.018, -1.751], [0.594, 0.676, -1.892], [0.643, 2.130, -2.002], [0.336, -1.897, -1.912], [-1.098, -1.856, -0.832], [-1.298, -1.848, -2.606], [-1.503, 0.562, -1.686], [1.485, 0.175, -2.277], [1.382, 2.457, -1.487], [-0.176, 2.450, -1.504], [-1.624, -0.021, 2.040], [-0.209, 0.351, 1.808], [0.816, -0.475, 1.811], [2.095, -0.204, 1.564], [-2.120, -0.043, 1.063], [-2.106, 0.733, 2.689], [-1.655, -0.981, 2.541], [-0.037, 1.308, 1.533], [0.622, -1.511, 2.115], [2.386, 0.528, 1.007], [2.716, -1.075, 1.560]], "forces_ev_per_a": [[-0.295, -0.205, 0.121], [1.922, -0.106, -0.139], [-1.466, 0.871, -1.065], [-2.117, -2.603, -0.374], [-0.119, -0.105, 0.059], [0.195, 0.000, -0.502], [0.189, 0.162, 0.356], [-0.395, 0.420, 0.253], [-0.060, -0.044, 0.577], [2.512, 1.185, 1.122], [-0.332, 0.487, -0.301], [0.225, 0.490, -0.106], [0.890, -0.416, -0.065], [-0.662, -0.078, 0.429], [-0.227, -4.000, 1.007], [-0.026, -0.146, 0.342], [0.377, -0.352, -0.355], [-0.069, -0.136, -0.088], [-0.009, 0.093, -0.075], [-0.119, 0.467, -0.042], [0.676, 1.976, -1.136], [-1.092, 2.041, -0.019]], "mulliken_charge": [-1.11, -0.10, -0.31, -0.57, 0.30, 0.19, 0.35, 0.40, 0.38, 0.23, 0.27, -0.72, -0.10, 0.21, -0.36, 0.29, 0.32, 0.29, 0.24, 0.29, 0.23, 0.30], "lumo_energy_ev": -3.61, "total_charge": 1}


(5)
{"formula": "C5H14N3", "method": "ωB97M-V with the def2-TZVPD basis set", "species": ["C", "C", "C", "C", "N", "C", "N", "N", "H", "H", "H", "H", "H", "H", "H", "H", "H", "H", "H", "H", "H", "H"], "xyz": [[-0.660, 0.252, -1.893], [0.039, 1.483, -1.348], [0.327, 1.415, 0.159], [-0.520, 0.548, 1.059], [-0.382, -3.043, 1.934], [-0.783, -1.888, 1.519], [0.034, -0.815, 1.336], [1.467, 1.435, -2.048], [-1.669, 0.186, -1.469], [-0.152, -0.681, -1.670], [-0.923, 0.322, -2.949], [-0.417, 2.369, -1.774], [0.148, 2.433, 0.533], [1.364, 1.361, 0.505], [-1.562, 0.418, 0.763], [-0.645, 0.961, 2.066], [0.612, -3.181, 2.162], [-1.829, -1.748, 1.262], [0.891, -0.824, 1.906], [1.369, 1.102, -3.013], [2.092, 0.785, -1.581], [1.839, 2.381, -2.183]], "forces_ev_per_a": [[-1.384, 0.171, 0.139], [1.851, -2.160, -1.032], [-0.449, 2.157, 1.068], [-0.596, -1.068, 0.538], [0.119, -1.047, 0.642], [0.650, 1.239, -0.746], [-1.080, 0.129, 1.099], [-1.231, 0.643, -0.770], [0.183, -0.009, 0.252], [0.212, -0.092, -0.074], [0.572, 0.032, -0.164], [-0.069, 0.351, 0.611], [-0.290, -0.057, -0.023], [0.249, -0.518, -0.739], [0.149, -0.061, -0.459], [0.468, 0.365, -0.077], [-0.116, 0.239, -0.183], [-0.019, -0.046, -0.181], [0.136, -0.186, -0.689], [-0.172, -0.186, 0.029], [0.345, 0.279, 0.156], [0.473, -0.174, 0.604]], "mulliken_charge": [-1.54, 0.40, -1.09, -0.89, -0.37, 0.24, -0.10, -0.43, 0.34, 0.43, 0.46, 0.46, 0.39, 0.58, 0.49, 0.53, 0.29, 0.42, 0.33, 0.36, 0.35, 0.35], "lumo_energy_ev": [-7.09, -11.58], "multiplicity": 2, "total_charge": 2}


(6)
{"formula": "C5H14N3O", "method": "ωB97M-V with the def2-TZVPD basis set", "species": ["C", "C", "C", "C", "C", "N", "N", "N", "O", "H", "H", "H", "H", "H", "H", "H", "H", "H", "H", "H", "H", "H", "H"], "xyz": [[1.515, 0.744, -0.125], [-0.050, 0.372, 1.881], [0.438, -1.743, -1.236], [-2.348, 0.490, -0.653], [0.245, 0.067, 0.431], [2.630, 0.245, 0.416], [0.084, -1.216, 0.069], [-1.044, 1.091, -0.429], [1.466, 1.624, -0.952], [0.181, 1.405, 2.125], [0.554, -0.270, 2.519], [-1.095, 0.174, 2.117], [0.853, -0.958, -1.863], [1.182, -2.533, -1.126], [-0.437, -2.168, -1.732], [-2.258, -0.393, -1.280], [-2.799, 0.216, 0.301], [-3.012, 1.199, -1.151], [2.628, -0.504, 1.086], [3.519, 0.642, 0.151], [-0.574, -1.774, 0.595], [-1.118, 1.929, 0.149], [-0.560, 1.361, -1.292]], "forces_ev_per_a": [[-0.302, -0.334, 0.178], [-0.013, -0.048, 0.009], [0.165, -0.307, -0.165], [-0.424, -0.249, 0.078], [-1.151, 0.565, -0.359], [0.433, -0.011, 0.088], [-0.174, -0.429, 0.185], [1.389, 0.248, 0.411], [-0.012, 0.308, -0.248], [-0.008, 0.084, -0.013], [0.071, -0.005, 0.023], [-0.056, -0.032, -0.013], [0.004, 0.011, -0.042], [-0.016, 0.049, -0.115], [0.059, 0.093, -0.010], [0.066, -0.028, 0.024], [0.026, -0.045, -0.042], [0.071, -0.052, 0.025], [-0.077, 0.002, -0.039], [-0.021, 0.016, -0.038], [0.099, 0.111, 0.108], [0.009, -0.044, -0.304], [-0.139, 0.098, 0.258]], "mulliken_charge": [0.49, -1.57, -0.96, -0.84, 0.41, -0.29, -0.05, -0.36, -0.61, 0.41, 0.40, 0.45, 0.33, 0.32, 0.37, 0.29, 0.31, 0.35, 0.21, 0.30, 0.31, 0.36, 0.36], "lumo_energy_ev": -2.70, "total_charge": 1}


(7)
{"formula": "C5H14N3O2", "method": "ωB97M-V with the def2-TZVPD basis set", "species": ["C", "C", "C", "C", "C", "N", "N", "N", "O", "O", "H", "H", "H", "H", "H", "H", "H", "H", "H", "H", "H", "H", "H", "H"], "xyz": [[3.176, 0.630, 0.307], [2.357, -0.539, -0.289], [0.941, -0.701, 0.317], [-0.012, 0.423, -0.130], [-1.315, 0.268, 0.566], [-2.968, -1.515, -0.536], [-2.327, 1.058, 0.342], [-4.033, -1.033, -0.061], [-3.523, 0.935, 0.651], [-2.092, 1.895, -0.755], [2.967, 1.695, -0.070], [4.201, 0.456, 0.148], [2.861, 0.767, 1.247], [2.450, -0.384, -1.308], [2.807, -1.404, -0.090], [0.643, -1.621, 0.083], [1.186, -0.791, 1.420], [0.556, 1.422, -0.033], [-0.302, 0.560, -1.131], [-1.604, -0.448, 1.330], [-3.057, -1.506, -1.555], [-4.899, -0.761, -0.708], [-4.230, -1.004, 0.926], [-2.572, 2.658, -0.431]], "forces_ev_per_a": [[-1.347, 1.151, -3.231], [-1.525, 3.836, 1.060], [2.731, 3.496, 0.463], [1.138, 0.709, 2.365], [-0.802, 0.538, 1.069], [-1.387, 0.328, 1.094], [1.287, -0.772, -2.279], [-1.343, -0.043, -3.219], [-0.890, 0.377, 1.242], [-0.175, 0.148, 0.662], [0.090, -1.603, -0.410], [1.348, -0.124, 0.308], [-0.222, 0.056, 4.122], [-0.701, -0.118, -2.399], [2.233, -3.462, 0.900], [-1.777, -3.691, -1.270], [-0.962, 0.813, -0.880], [-1.241, -1.140, 0.751], [0.237, -0.871, -1.881], [0.795, -0.080, -0.009], [0.228, 0.113, -0.123], [2.303, -0.438, 1.707], [0.316, -0.265, 0.477], [-0.335, 1.042, -0.519]], "mulliken_charge": [-1.23, -0.80, -0.84, -0.35, -0.65, -0.23, 0.78, 0.00, -0.72, -0.39, 0.28, 0.38, 0.41, 0.39, 0.44, 0.51, 0.34, 0.30, 0.54, 0.54, 0.28, 0.33, 0.33, 0.36], "lumo_energy_ev": [-5.44, -5.44], "total_charge": 1}


(8)
{"formula": "C5H14N3S", "method": "ωB97M-V with the def2-TZVPD basis set", "species": ["C", "C", "C", "C", "C", "N", "N", "N", "S", "H", "H", "H", "H", "H", "H", "H", "H", "H", "H", "H", "H", "H", "H"], "xyz": [[0.403, -1.055, -1.004], [0.876, 0.445, -0.984], [-1.170, 1.978, 0.449], [-2.550, -0.238, 0.372], [-1.366, 0.582, -0.191], [-0.048, -0.094, -0.049], [2.687, -0.040, 1.043], [1.216, -2.040, -0.251], [2.581, 0.793, -0.521], [-0.195, -1.369, -1.736], [0.618, 1.081, -1.833], [-1.027, 1.978, 1.446], [-0.277, 2.323, -0.092], [-2.132, 2.473, 0.350], [-2.358, -0.567, 1.443], [-2.738, -1.012, -0.239], [-3.369, 0.369, 0.468], [-1.365, 0.845, -1.286], [3.601, -0.515, 1.118], [2.532, 0.633, 1.777], [0.675, -2.826, -0.002], [1.505, -1.267, 0.579], [1.904, -2.476, -0.858]], "forces_ev_per_a": [[1.923, 2.847, 2.533], [1.493, -2.979, 0.146], [-0.750, -1.399, -3.357], [3.658, 1.550, 2.570], [0.148, 0.582, 0.331], [-0.820, 1.172, 0.125], [-0.257, -0.351, -1.398], [0.419, 2.361, -0.593], [0.361, 0.038, 0.902], [-2.295, -1.521, -2.812], [-0.370, -0.196, 0.218], [0.956, -0.453, 3.470], [-0.709, 1.108, 0.416], [0.328, 0.778, -0.742], [0.166, 0.168, -1.374], [-0.906, -2.985, -1.915], [-2.189, 1.548, -0.160], [-1.208, -0.656, 0.684], [-0.649, 0.594, 0.030], [0.191, 0.008, 0.322], [-1.308, -0.886, 1.160], [0.837, -1.922, -0.774], [0.983, 0.595, 0.217]], "mulliken_charge": [-0.65, -0.16, -1.41, -1.52, 0.38, -0.22, -0.74, -0.19, 0.05, 0.60, 0.34, 0.41, 0.37, 0.42, 0.32, 0.44, 0.48, 0.25, 0.30, 0.27, 0.31, 0.63, 0.30], "lumo_energy_ev": -3.08, "total_charge": 1}


So what do the calculations give for energy relative to the best compared isomer or geometry (same formula, charge and spin)? Going down the list: 22.0, 116.6, 109.9, 46.3, 47.1, 8.3, 186.5, 52.7 kcal per mole.